(1)
The following is a quantum chemistry calculation of C3H6O2S as an isolated structure, from the Open Molecules 2025 dataset.

Positions of all 12 atoms, in Å:
1 C 1.38195 -0.10969 -1.23486
2 C 0.93401 0.65677 -2.03178
3 C 1.68112 -1.16462 -0.35026
4 O -3.64011 0.94251 1.56344
5 O -3.04750 -1.30851 0.79200
6 S -3.06075 0.11170 0.57869
7 H 0.23757 2.01457 2.06212
8 H 0.61981 1.53319 -2.64100
9 H 1.39255 -0.86299 0.64532
10 H 1.09706 -2.06161 -0.59017
11 H 2.70289 -1.41102 -0.41152
12 H -0.29860 1.65971 1.61802

Output
LUMO level: -1.1 eV
Energy: -666.45036 hartree
Kohn-Sham gap: 9.063 eV
Largest force on an atom: 2.77 eV/Å
Highest occupied orbital energy: -10.120 eV
Charge: 0
Relative energy (zero: lowest compared OMol25 entry of this formula, charge and spin): 90.15 kcal per mole

---

(2)
The following is a quantum chemistry calculation of one molecule with the formula C15H14N2O4S, from the Open Molecules 2025 dataset.

Positions of all 36 atoms, in Å:
1 O -3.14002 -2.43950 1.67939
2 C -2.09279 -1.97999 2.11485
3 C -0.97108 -2.93122 2.35307
4 C -1.07176 -3.30722 3.83545
5 C -0.98180 -2.10836 4.75312
6 C -2.06036 -1.08060 4.41769
7 C -2.10572 -0.70142 2.94041
8 S -0.61514 0.40210 2.61313
9 C -0.68139 0.74427 0.89596
10 N -1.61528 0.29704 0.07791
11 N -1.20174 0.59111 -1.17990
12 C -0.04389 1.19569 -1.06696
13 C 0.81678 1.63960 -2.20217
14 C 1.77043 2.66817 -1.98864
15 C 2.61616 3.14675 -3.03984
16 C 2.43334 2.59862 -4.29159
17 C 1.51220 1.59018 -4.51176
18 C 0.71244 1.08538 -3.46064
19 O 1.64315 1.18224 -5.81977
20 C 2.71161 1.95249 -6.36310
21 O 3.12510 2.92797 -5.42126
22 O 0.33538 1.32791 0.22320
23 H -1.05162 -3.80328 1.74625
24 H -0.04049 -2.46403 2.08336
25 H -0.27215 -4.02995 4.08420
26 H -2.03295 -3.85932 3.97758
27 H -1.10555 -2.40177 5.78588
28 H -0.00399 -1.66301 4.69284
29 H -3.03151 -1.45197 4.75916
30 H -1.85330 -0.15882 5.00295
31 H -3.02598 -0.13199 2.73481
32 H 1.93752 3.15519 -1.02833
33 H 3.40460 3.91576 -2.90385
34 H -0.01937 0.32365 -3.64415
35 H 2.44189 2.48559 -7.27561
36 H 3.55723 1.28273 -6.57364

Output
LUMO level: 0.6 eV
Energy: -1388.60284 hartree
Kohn-Sham gap: 8.828 eV
Largest force on an atom: 2.70 eV/Å
Highest occupied orbital energy: -8.216 eV
Charge: 0
Relative energy (zero: lowest compared OMol25 entry of this formula, charge and spin): 0.00 kcal per mole

---

(3)
The following is a quantum chemistry calculation of C3H8NO as an isolated structure, from the Open Molecules 2025 dataset.

Positions of all 13 atoms, in Å:
1 C 0.84480 0.27199 -0.29916
2 C -0.39746 -0.55703 -0.02502
3 C -1.68651 0.23524 0.27625
4 O -2.81423 -0.24312 -0.23405
5 N 2.07637 -0.68565 -0.27541
6 H 0.75004 1.11871 0.42017
7 H 1.80974 -0.14434 0.63411
8 H -0.21588 -1.24022 0.81049
9 H -0.61644 -1.17815 -0.89255
10 H -1.80668 0.31690 1.40070
11 H -1.45211 1.34050 0.11256
12 H 2.77607 -0.06600 -0.69241
13 H 0.73230 0.83118 -1.23568

Output
LUMO level: 4.0 eV
Energy: -248.99033 hartree
Kohn-Sham gap: 5.991 eV
Largest force on an atom: 4.15 eV/Å
Highest occupied orbital energy: -2.009 eV
Charge: -1
Relative energy (zero: lowest compared OMol25 entry of this formula, charge and spin): 60.42 kcal per mole

---

(4)
The following is a quantum chemistry calculation of one molecule with the formula C4H6N2O, from the Open Molecules 2025 dataset.

Positions of all 13 atoms, in Å:
1 N 1.76323 0.93863 -0.16116
2 C 0.58521 0.49066 0.53533
3 N -0.47598 1.30786 0.20776
4 C -1.51826 0.56031 -0.23827
5 C -1.20787 -0.77292 -0.03040
6 C 0.09365 -0.80118 0.52521
7 O 0.90159 -1.85895 0.81292
8 H 1.40933 0.87907 -1.12322
9 H 2.50004 0.24015 -0.14334
10 H -0.31864 2.29185 0.06224
11 H -2.37174 1.02195 -0.71418
12 H -1.77393 -1.62298 -0.39136
13 H 0.41338 -2.67446 0.65847

Output
LUMO level: 0.8 eV
Energy: -340.71747 hartree
Kohn-Sham gap: 8.238 eV
Largest force on an atom: 0.65 eV/Å
Highest occupied orbital energy: -7.401 eV
Charge: 0
Relative energy (zero: lowest compared OMol25 entry of this formula, charge and spin): 48.59 kcal per mole

---

(5)
The following is a quantum chemistry calculation of a 5-piece molecular cluster, C3H15NO4 overall, from the Open Molecules 2025 dataset.

Positions of all 23 atoms, in Å:
1 C 1.16749 -1.06160 1.74643
2 C 1.17571 -1.05042 0.40844
3 C 2.27459 -0.52916 -0.46148
4 N 1.93422 0.16076 -1.72491
5 H 0.41308 -1.54441 2.22214
6 H 1.96822 -0.88594 2.43281
7 H 0.37734 -1.59761 -0.08184
8 H 2.63368 0.33389 0.23542
9 H 3.04775 -1.21031 -0.53956
10 H 1.70585 1.16860 -1.49469
11 H 1.06484 -0.19884 -2.10208
12 O -1.44598 1.83890 -0.61777
13 H -1.40026 0.95890 -0.20674
14 H -0.56359 1.93799 -1.04810
15 O -1.06682 1.58143 2.73762
16 H -1.66874 1.46724 1.95933
17 H -0.40572 2.16788 2.37762
18 O -2.22135 -0.31615 0.54684
19 H -2.42964 -0.60953 -0.31235
20 H -2.25313 -1.09430 1.09909
21 O -0.52269 -1.02551 -2.40000
22 H -1.00360 -1.20872 -3.13595
23 H -0.67765 -1.59242 -1.62455

Output
LUMO level: 0.0 eV
Energy: -478.93225 hartree
Kohn-Sham gap: 9.392 eV
Largest force on an atom: 4.96 eV/Å
Highest occupied orbital energy: -9.396 eV
Charge: 0
Relative energy (zero: lowest compared OMol25 entry of this formula, charge and spin): 60.58 kcal per mole

---

(6)
The following is a quantum chemistry calculation of C34H27Cl2N8O4S2Tc as an isolated structure, from the Open Molecules 2025 dataset.

Positions of all 78 atoms, in Å:
1 Tc 0.47794 0.09520 -0.48198
2 Cl -2.89889 0.68696 -6.47981
3 C -2.42626 0.17169 -4.91799
4 C -1.45773 0.87100 -4.22590
5 C -1.04084 0.43191 -2.96967
6 N -0.06996 1.00494 -2.19456
7 C 0.30625 2.31169 -2.38489
8 O 0.28130 2.94819 -3.41735
9 C 0.70103 2.90755 -1.07875
10 C 1.36643 4.12343 -1.01503
11 C 1.68340 4.64661 0.22697
12 C 1.23472 3.96888 1.35011
13 C 0.55364 2.77519 1.19378
14 N 0.32244 2.21182 0.01194
15 C -1.65913 -0.69832 -2.35682
16 C -2.63619 -1.39030 -3.07625
17 C -2.99913 -0.97737 -4.34673
18 Cl -4.14255 -1.88402 -5.24013
19 N -1.23862 -0.99190 -1.07539
20 C -1.37466 -2.31155 -0.68748
21 O -1.38040 -3.24025 -1.48287
22 C -1.46896 -2.61327 0.77207
23 C -1.40561 -3.95901 1.13911
24 C -1.52743 -4.30540 2.47234
25 C -1.73701 -3.29028 3.39185
26 C -1.81756 -1.98554 2.92585
27 N -1.65792 -1.63791 1.65769
28 H -1.01226 1.74918 -4.66309
29 H 1.64478 4.60984 -1.93824
30 H 2.26805 5.54729 0.32057
31 H 1.41512 4.34723 2.34242
32 H 0.20786 2.24502 2.06373
33 H -3.11252 -2.26725 -2.66914
34 H -1.27530 -4.70243 0.36974
35 H -1.46895 -5.33598 2.78920
36 H -1.85172 -3.49748 4.44317
37 H -2.01730 -1.17981 3.62190
38 N 0.04300 0.44860 3.13768
39 C 0.89560 -0.49086 2.66281
40 N 0.98210 -0.84748 1.40537
41 C 1.81169 -1.93845 1.25206
42 C 2.42528 -2.35445 2.38723
43 S 1.92765 -1.40115 3.73015
44 C 1.85537 -2.53320 -0.06042
45 C 2.28179 -3.77317 -0.40192
46 S 2.04481 -4.04732 -2.08489
47 C 1.36888 -2.45389 -2.23234
48 N 1.31915 -1.79566 -1.09491
49 N 1.01011 -1.98328 -3.43120
50 H -0.83600 0.50298 2.63499
51 H -0.00463 0.53398 4.14186
52 H 3.13614 -3.14171 2.50748
53 H 2.73464 -4.51421 0.22133
54 H 0.88807 -2.63329 -4.18924
55 H 0.58719 -1.07203 -3.51412
56 C 6.91395 4.56728 -2.85131
57 C 6.03801 3.51258 -2.25885
58 C 5.24064 2.72390 -3.07752
59 C 4.45326 1.70647 -2.56190
60 C 3.62291 0.86766 -3.48884
61 C 4.47124 1.48427 -1.18474
62 C 5.26454 2.26261 -0.33362
63 C 5.28488 2.00368 1.14401
64 C 6.04644 3.26124 -0.88938
65 C 3.55814 0.42286 -0.63421
66 O 3.88903 -0.72505 -0.39824
67 O 2.36359 0.88437 -0.46114
68 H 6.51518 4.91756 -3.79987
69 H 7.90377 4.14496 -3.03037
70 H 7.02300 5.41337 -2.17772
71 H 5.23545 2.89922 -4.14143
72 H 4.26674 0.35463 -4.20249
73 H 2.94045 1.49625 -4.05684
74 H 3.04817 0.12154 -2.94459
75 H 4.29562 2.14249 1.58437
76 H 5.98745 2.67034 1.64045
77 H 5.58670 0.97358 1.32649
78 H 6.68580 3.85351 -0.24890

Output
LUMO level (alpha / beta): -3.1 / -5.2 eV
Energy: -3848.35738 hartree
Kohn-Sham gap (alpha / beta): 7.318 / 5.377 eV
Spin multiplicity: 4
Largest force on an atom: 1.93 eV/Å
Highest occupied orbital energy (alpha / beta): -10.387 / -10.589 eV
Charge: +1
⟨S²⟩: 3.773